Entry 1:
{"formula": "C22H20IrN4O3S", "method": "the ωB97M-V functional and the def2-TZVPD basis", "energy_ha": -1797.08733, "total_charge": 2, "spin_multiplicity": 2, "fmax_ha_per_bohr": 0.01144, "relative_energy_kj_mol": 56.44, "lumo_energy_ev": [-8.5, -8.6], "homo_energy_ha": [-0.5307, -0.5459], "orbital_gap_ev": [5.98, 6.25], "s_squared": 0.893, "symbols": ["Ir", "O", "C", "N", "C", "C", "C", "C", "C", "C", "N", "C", "O", "C", "C", "C", "C", "C", "N", "C", "C", "C", "C", "C", "N", "H", "H", "H", "H", "H", "H", "H", "H", "H", "H", "H", "H", "O", "S", "C", "C", "C", "C", "H", "H", "H", "H", "H", "H", "H", "H"], "xyz": [[-0.4386, -0.7268, 0.6030], [-2.4333, 2.6249, -0.4904], [-1.9515, 1.5366, -0.3871], [-1.2171, 1.0680, 0.7392], [-0.9489, 1.7444, 1.8600], [-1.3267, 3.0828, 2.1758], [-0.9708, 3.5823, 3.3881], [-0.2323, 2.8143, 4.3471], [0.1559, 1.5378, 4.1022], [-0.1917, 0.9523, 2.8460], [0.0617, -0.2909, 2.4360], [0.7696, -1.3034, 3.1665], [1.1508, -1.1839, 4.2902], [0.9422, -2.5423, 2.3447], [1.5893, -3.6249, 2.9088], [1.7401, -4.7804, 2.1538], [1.2376, -4.8018, 0.8648], [0.6006, -3.6754, 0.3677], [0.4479, -2.5628, 1.0829], [-2.0747, 0.4716, -1.4379], [-2.8614, 0.7211, -2.5488], [-2.9882, -0.2677, -3.5141], [-2.3193, -1.4670, -3.3323], [-1.5482, -1.6464, -2.1961], [-1.4171, -0.7050, -1.2590], [-1.8837, 3.6663, 1.4633], [-1.2476, 4.5944, 3.6519], [0.0157, 3.2807, 5.2908], [0.7101, 0.9630, 4.8240], [1.9581, -3.5461, 3.9217], [2.2389, -5.6456, 2.5681], [1.3307, -5.6778, 0.2391], [0.2033, -3.6628, -0.6367], [-3.3636, 1.6747, -2.6324], [-3.6038, -0.1047, -4.3882], [-2.3904, -2.2671, -4.0553], [-1.0158, -2.5715, -2.0290], [1.5362, -0.1728, -0.0943], [2.3907, 0.5848, -1.1125], [1.7035, 2.2594, -1.3159], [0.8471, 2.2662, -2.5757], [1.5540, 1.3359, -3.5569], [1.8630, 0.0637, -2.7762], [2.5702, 2.9149, -1.4183], [1.1984, 2.5148, -0.3847], [0.7433, 3.2781, -2.9643], [-0.1586, 1.8940, -2.3660], [2.4759, 1.7942, -3.9190], [0.9443, 1.1057, -4.4300], [2.6373, -0.5639, -3.2115], [0.9672, -0.5362, -2.6032]], "atomic_forces_ev_per_a": [[0.3, 0.5, -0.2], [0.0, 0.1, -0.1], [0.0, -0.1, 0.5], [-0.2, -0.2, -0.5], [0.2, 0.3, 0.5], [0.1, -0.2, -0.1], [0.0, 0.0, 0.0], [0.0, -0.1, 0.0], [0.0, 0.0, -0.1], [-0.2, 0.4, 0.1], [0.2, -0.4, 0.1], [-0.2, 0.3, 0.0], [0.1, -0.1, 0.0], [0.1, -0.3, 0.0], [-0.1, 0.1, -0.1], [0.0, 0.0, 0.0], [0.0, 0.0, 0.0], [0.0, -0.1, -0.1], [0.0, 0.0, 0.1], [-0.1, -0.2, -0.3], [0.1, -0.1, 0.2], [0.0, -0.1, 0.0], [0.0, 0.0, 0.0], [0.0, 0.0, 0.0], [-0.2, 0.2, 0.0], [0.0, 0.0, 0.0], [0.0, 0.0, 0.0], [0.0, 0.0, 0.0], [0.0, 0.0, 0.0], [0.0, 0.0, 0.0], [0.0, 0.0, 0.0], [0.0, 0.0, 0.0], [0.0, 0.0, 0.0], [0.0, 0.0, 0.0], [0.0, 0.0, 0.0], [0.0, 0.0, 0.0], [0.0, 0.0, 0.0], [-0.2, -0.4, 0.4], [-0.1, 0.2, -0.2], [0.0, 0.0, 0.0], [0.0, 0.0, 0.0], [0.0, 0.0, 0.0], [0.0, 0.0, 0.0], [0.0, 0.0, 0.0], [0.0, 0.0, 0.0], [0.0, 0.0, 0.0], [0.1, 0.0, 0.0], [0.0, 0.0, 0.0], [0.0, 0.0, 0.0], [0.0, 0.0, 0.0], [0.0, 0.0, 0.0]], "mulliken_spin": [0.465, 0.010, -0.028, 0.030, 0.124, -0.041, 0.085, 0.067, -0.024, 0.178, 0.053, -0.010, 0.013, 0.015, 0.009, 0.001, -0.001, 0.015, -0.033, 0.022, 0.009, 0.003, -0.001, 0.025, -0.039, 0.001, 0.002, 0.002, -0.001, 0.000, 0.000, 0.000, -0.002, 0.001, 0.000, 0.000, 0.000, 0.025, 0.022, 0.000, 0.000, 0.001, -0.004, -0.001, 0.003, 0.001, 0.001, 0.000, 0.000, -0.001, 0.003]}

***

Entry 2:
{"formula": "C36H48AsN2O2S6SeTa", "method": "the ωB97M-V functional and the def2-TZVPD basis", "energy_ha": -8744.19465, "total_charge": 0, "spin_multiplicity": 1, "fmax_ha_per_bohr": 0.01375, "relative_energy_kj_mol": 0.00, "lumo_energy_ev": -0.8, "homo_energy_ha": -0.2744, "orbital_gap_ev": 6.69, "symbols": ["Ta", "C", "C", "C", "C", "C", "C", "C", "Se", "C", "C", "C", "C", "C", "C", "O", "C", "C", "C", "C", "C", "C", "C", "C", "C", "O", "C", "C", "C", "C", "C", "C", "H", "H", "H", "H", "H", "H", "H", "H", "H", "H", "H", "H", "H", "H", "H", "H", "H", "H", "H", "H", "H", "H", "H", "H", "H", "H", "H", "H", "H", "H", "H", "H", "H", "H", "H", "H", "H", "H", "H", "H", "C", "C", "N", "C", "C", "S", "C", "C", "S", "C", "N", "C", "H", "H", "H", "H", "H", "H", "H", "H", "S", "As", "S", "S", "S"], "xyz": [[0.3157, -0.4136, -0.6778], [-3.0359, -6.5083, 2.8766], [-1.5851, -6.3412, 3.3495], [-1.5738, -5.9981, 4.8449], [-0.8595, -7.6726, 3.1540], [-0.9318, -5.2076, 2.5630], [-1.4676, -3.9301, 2.6146], [-0.9179, -2.8978, 1.8764], [-1.6911, -1.1633, 2.0188], [-3.0784, -1.3309, 0.7256], [-4.3425, -1.7336, 1.1170], [-5.3730, -1.8316, 0.1930], [-5.0885, -1.4739, -1.1209], [-3.8391, -1.0358, -1.5590], [-2.8135, -1.0070, -0.6038], [-1.5423, -0.6512, -0.9407], [-3.6243, -0.5894, -3.0059], [-4.9052, -0.7325, -3.8332], [-3.2361, 0.8980, -3.0344], [-2.5434, -1.4467, -3.6762], [-6.7499, -2.3154, 0.6455], [-7.7556, -2.3589, -0.5057], [-7.2942, -1.3718, 1.7262], [-6.6186, -3.7304, 1.2257], [0.2061, -3.0944, 1.0619], [0.6774, -2.0609, 0.3145], [0.8116, -4.3626, 1.0450], [0.2056, -5.3778, 1.7823], [2.0970, -4.6368, 0.2610], [3.1998, -3.7154, 0.8022], [2.5996, -6.0743, 0.4259], [1.8523, -4.4141, -1.2365], [-3.5220, -7.3163, 3.4277], [-3.0698, -6.7486, 1.8123], [-3.6174, -5.5985, 3.0327], [-2.0467, -6.7979, 5.4188], [-2.1158, -5.0738, 5.0491], [-0.5508, -5.8752, 5.2056], [-1.3694, -8.4501, 3.7251], [0.1729, -7.6265, 3.5060], [-0.8547, -7.9788, 2.1063], [-2.3336, -3.7191, 3.2291], [-4.5096, -1.9753, 2.1592], [-5.8838, -1.5189, -1.8465], [-5.7254, -0.1338, -3.4310], [-5.2317, -1.7724, -3.9059], [-4.7030, -0.3791, -4.8447], [-4.0199, 1.5017, -2.5667], [-3.1137, 1.2294, -4.0654], [-2.2920, 1.0919, -2.5327], [-2.8483, -2.4964, -3.6938], [-1.5834, -1.3724, -3.1717], [-2.3920, -1.1094, -4.7028], [-7.9124, -1.3714, -0.9437], [-8.7179, -2.7127, -0.1321], [-7.4356, -3.0403, -1.2960], [-7.3965, -0.3570, 1.3368], [-6.6385, -1.3345, 2.5971], [-8.2765, -1.7112, 2.0615], [-6.2291, -4.4208, 0.4753], [-7.5939, -4.0947, 1.5556], [-5.9448, -3.7514, 2.0837], [0.6562, -6.3552, 1.7504], [3.4190, -3.9754, 1.8405], [2.8986, -2.6723, 0.7739], [4.1179, -3.8349, 0.2222], [2.8112, -6.3204, 1.4679], [3.5294, -6.1811, -0.1357], [1.8920, -6.8043, 0.0292], [1.4918, -3.4112, -1.4528], [1.1032, -5.1212, -1.5998], [2.7722, -4.5820, -1.8019], [-1.9872, 2.0105, 0.9926], [-0.5822, 1.9390, 1.4785], [0.3772, 1.1525, 1.0341], [1.5773, 1.4050, 1.6613], [1.5225, 2.3476, 2.6285], [-0.0550, 2.9819, 2.7214], [2.7521, 0.7213, 1.1374], [4.0237, 0.8371, 1.5837], [5.0598, -0.0511, 0.5654], [3.7459, -0.5238, -0.4203], [2.5883, -0.0639, 0.0089], [4.0337, -1.3537, -1.6189], [-2.0878, 1.5141, 0.0339], [-2.2741, 3.0538, 0.8616], [-2.6760, 1.5570, 1.7077], [2.3247, 2.7228, 3.2404], [4.3819, 1.4003, 2.4280], [5.0711, -1.6880, -1.5910], [3.8789, -0.7466, -2.5136], [3.3812, -2.2172, -1.6633], [3.3014, 1.4040, -3.6910], [1.2701, 1.0275, -3.5744], [1.0284, -1.1974, -2.7075], [0.4617, 1.8451, -1.6684], [-0.0041, 1.1647, -5.1803]], "atomic_forces_ev_per_a": [[0.5, -0.2, -0.5], [0.0, 0.0, 0.0], [0.0, 0.0, 0.0], [0.0, 0.0, 0.0], [0.0, 0.0, 0.0], [0.1, 0.0, 0.0], [0.0, 0.0, 0.0], [0.1, 0.0, -0.1], [-0.1, 0.0, 0.3], [-0.1, -0.1, 0.0], [0.0, 0.0, 0.1], [0.0, 0.0, -0.1], [0.0, 0.1, 0.1], [0.1, 0.0, 0.0], [0.2, 0.0, -0.2], [-0.3, 0.0, 0.2], [0.0, 0.0, 0.0], [0.0, 0.0, 0.0], [0.0, 0.0, 0.1], [0.0, 0.0, 0.0], [0.0, 0.0, 0.0], [0.0, 0.0, 0.0], [0.0, 0.0, 0.0], [0.0, 0.0, 0.0], [-0.1, 0.1, 0.0], [-0.2, 0.0, 0.2], [0.1, 0.0, -0.1], [0.0, 0.0, 0.1], [0.0, 0.0, 0.0], [0.0, 0.0, 0.0], [0.0, 0.0, 0.0], [-0.1, 0.0, 0.0], [0.0, 0.0, 0.0], [0.0, 0.0, 0.0], [0.0, 0.0, 0.0], [0.0, 0.0, 0.0], [0.0, 0.0, 0.0], [0.0, 0.0, 0.0], [0.0, 0.0, 0.0], [0.0, 0.0, 0.0], [0.0, 0.0, 0.0], [0.0, 0.0, 0.0], [0.0, 0.0, 0.0], [0.0, 0.0, 0.0], [0.0, 0.0, 0.0], [0.0, 0.0, 0.0], [0.0, 0.0, 0.0], [0.0, 0.0, 0.0], [0.0, 0.0, 0.0], [0.1, 0.0, 0.1], [0.0, 0.0, 0.0], [-0.1, 0.0, 0.0], [0.0, 0.0, 0.0], [0.0, 0.0, 0.0], [0.0, 0.0, 0.0], [0.0, 0.0, 0.0], [0.0, 0.0, 0.0], [0.0, 0.0, 0.0], [0.0, 0.0, 0.0], [0.0, 0.0, 0.0], [0.0, 0.0, 0.0], [0.0, 0.0, 0.0], [0.0, 0.0, 0.0], [0.0, 0.0, 0.0], [0.0, 0.0, 0.0], [0.0, 0.0, 0.0], [0.0, 0.0, 0.0], [0.0, 0.0, 0.0], [0.0, 0.0, 0.0], [0.0, -0.1, 0.0], [0.0, 0.0, 0.0], [0.0, 0.0, 0.0], [0.0, 0.0, -0.1], [0.2, 0.0, 0.0], [-0.4, 0.3, 0.2], [0.1, -0.2, -0.2], [0.0, 0.1, 0.1], [-0.1, 0.0, 0.0], [0.0, 0.0, 0.0], [0.0, -0.1, 0.0], [0.0, 0.1, 0.0], [-0.1, 0.0, 0.0], [-0.1, 0.0, 0.0], [0.1, 0.0, 0.1], [0.0, -0.1, -0.1], [0.0, 0.0, 0.0], [0.0, 0.0, 0.0], [0.0, 0.0, 0.0], [0.0, 0.0, 0.0], [0.0, 0.0, 0.0], [0.0, 0.0, 0.0], [0.0, -0.1, 0.0], [0.1, 0.1, 0.0], [0.0, 0.0, -0.1], [0.0, 0.1, -0.1], [0.0, 0.0, 0.0], [-0.1, 0.0, 0.0]], "mulliken_charge": [-1.374, -1.640, 2.220, -1.686, -2.199, -0.775, -0.875, 0.158, 0.460, 1.251, -0.837, -0.522, -0.189, -0.594, -0.925, 2.469, 2.549, -2.517, -1.192, -1.238, 2.188, -2.206, -1.723, -1.650, 0.896, 0.240, -0.753, -0.199, 2.591, -1.444, -2.471, -1.633, 0.469, 0.344, 0.321, 0.456, 0.316, 0.378, 0.432, 0.422, 0.404, 0.371, 0.423, 0.637, 0.429, 0.425, 0.471, 0.302, 0.468, -0.116, 0.321, -0.192, 0.448, 0.430, 0.429, 0.400, 0.369, 0.312, 0.462, 0.348, 0.476, 0.354, 0.557, 0.395, 0.107, 0.449, 0.466, 0.475, 0.444, -0.091, 0.383, 0.447, -0.768, 0.300, 0.718, -0.557, -0.496, -0.242, -0.084, -0.726, -0.216, 0.552, 0.497, -0.804, -0.311, 0.546, 0.343, 0.468, 0.460, 0.513, -0.101, 0.048, -0.419, 0.391, -0.443, -0.379, -0.409]}